An isolated molecule of C20H22N4O4S, computed with wB97M-V/def2-TZVPD.

As for the total charge: 0. Its SMILES is CC(C)n1nc(C(=O)NCCc2ccc(S(N)(=O)=O)cc2)c2ccccc2c1=O. Its energy above the lowest of the compared OMol25 structures with the same formula, charge and spin is 90.0 kJ/mol. As for the HOMO-LUMO gap: 8.667 eV.

Atoms and positions in Å:
1 C 2.9654 -2.2904 -2.0338
2 C 1.5465 -2.8412 -1.9242
3 C 1.5333 -4.3641 -1.8284
4 N 0.8504 -2.2470 -0.7815
5 N -0.2232 -1.5487 -1.1153
6 C -0.9725 -0.9747 -0.2250
7 C -2.1187 -0.1871 -0.7738
8 O -3.0189 0.2711 -0.0968
9 N -2.0645 -0.0190 -2.1210
10 C -2.7572 1.0800 -2.7437
11 C -1.8472 2.3293 -2.8276
12 C -1.1593 2.4926 -1.5027
13 C 0.0993 1.9311 -1.3052
14 C 0.6643 1.8966 -0.0432
15 C -0.0370 2.4276 1.0185
16 S 0.6892 2.3375 2.6353
17 N 1.5844 3.7699 2.6499
18 O -0.3217 2.4503 3.6455
19 O 1.6208 1.2486 2.6833
20 C -1.2682 3.0249 0.8429
21 C -1.8286 3.0566 -0.4215
22 C -0.6546 -1.0234 1.1797
23 C -1.3818 -0.3801 2.1877
24 C -0.9736 -0.4672 3.4992
25 C 0.1670 -1.1881 3.8435
26 C 0.8996 -1.8233 2.8682
27 C 0.5002 -1.7487 1.5338
28 C 1.3041 -2.4259 0.5174
29 O 2.2943 -3.0944 0.7519
30 H 3.4385 -2.6767 -2.9327
31 H 2.9501 -1.2035 -2.0847
32 H 3.5481 -2.5942 -1.1693
33 H 0.9610 -2.5269 -2.7961
34 H 1.9785 -4.7899 -2.7235
35 H 2.1030 -4.6865 -0.9620
36 H 0.5125 -4.7288 -1.7371
37 H -1.2517 -0.4030 -2.5808
38 H -3.0964 0.7883 -3.7400
39 H -3.6223 1.2955 -2.1130
40 H -1.1091 2.1905 -3.6193
41 H -2.4597 3.1983 -3.0669
42 H 0.6300 1.4992 -2.1418
43 H 1.6212 1.4357 0.1437
44 H 1.2516 4.4073 3.3549
45 H 2.5694 3.5897 2.7566
46 H -1.7833 3.4210 1.7028
47 H -2.8063 3.4902 -0.5666
48 H -2.2641 0.1782 1.9225
49 H -1.5369 0.0421 4.2653
50 H 0.4803 -1.2383 4.8750
51 H 1.7939 -2.3813 3.0998

Atoms 1-3, force components in eV/Å:
-0.2 0.0 0.0
0.5 -0.3 -0.2
0.0 0.2 0.0

***

An isolated molecule of C20H22N4O5, computed with wB97M-V/def2-TZVPD.

As for the total charge: 0. Its SMILES is O=C(Nc1ccccc1C(=O)N1CCN(CCO)CC1)c1cccc([N+](=O)[O-])c1. Its energy above the lowest of the compared OMol25 structures with the same formula, charge and spin is 404.4 kJ/mol. As for the HOMO-LUMO gap: 8.117 eV.

Atoms and positions in Å:
1 O -3.4029 -1.9082 1.4487
2 C -2.8135 -1.2181 0.6444
3 N -1.7208 -1.5813 -0.0733
4 C -0.9193 -2.7138 0.0359
5 C -1.3100 -3.8545 0.7295
6 C -0.4749 -4.9551 0.7734
7 C 0.7489 -4.9371 0.1233
8 C 1.1585 -3.7950 -0.5408
9 C 0.3494 -2.6650 -0.5702
10 C 0.7591 -1.4356 -1.3096
11 O -0.0241 -0.8789 -2.0788
12 N 2.0106 -0.9712 -1.1202
13 C 2.8362 -1.2260 0.0364
14 C 2.8747 0.0276 0.9180
15 N 3.3937 1.1517 0.1607
16 C 3.6354 2.3266 0.9873
17 C 4.9792 2.1761 1.7067
18 O 6.0023 1.8794 0.7929
19 C 2.5182 1.4244 -0.9692
20 C 2.4563 0.1897 -1.8663
21 C -3.2140 0.2025 0.3654
22 C -4.5570 0.5679 0.3942
23 C -4.9361 1.8832 0.1760
24 C -3.9790 2.8567 -0.0471
25 C -2.6375 2.4927 -0.0424
26 N -1.6181 3.4937 -0.2365
27 O -0.4615 3.1475 -0.1005
28 O -1.9721 4.6163 -0.5183
29 C -2.2478 1.1766 0.1562
30 H -1.4131 -0.9625 -0.8226
31 H -2.2704 -3.8675 1.2175
32 H -0.7904 -5.8401 1.3047
33 H 1.3844 -5.8092 0.1346
34 H 2.1068 -3.7798 -1.0583
35 H 2.4415 -2.0630 0.6111
36 H 3.8510 -1.4623 -0.3006
37 H 3.5245 -0.1625 1.7734
38 H 1.8558 0.2336 1.2962
39 H 3.6953 3.1927 0.3255
40 H 2.8286 2.5032 1.7139
41 H 5.2485 3.1116 2.2019
42 H 4.9179 1.3886 2.4738
43 H 5.6145 1.2775 0.1414
44 H 2.9316 2.2573 -1.5408
45 H 1.5038 1.7029 -0.6417
46 H 1.7601 0.3534 -2.6893
47 H 3.4536 -0.0259 -2.2623
48 H -5.2950 -0.1956 0.5883
49 H -5.9809 2.1518 0.1871
50 H -4.2462 3.8893 -0.2114
51 H -1.1930 0.9459 0.1624

Atoms 1-3, force components in eV/Å:
-0.1 -0.1 0.1
0.0 0.2 0.0
0.2 0.3 -0.4

***

A structure of composition C20H22N4OPmS, computed with wB97M-V/def2-TZVPD.

The spin multiplicity is 6. As for the total charge: 0. As for the HOMO-LUMO gap (spin up / spin down): 7.581 / 6.356 eV.

Atoms and positions in Å:
1 Pm 0.1823 0.1904 -0.7037
2 O 2.3736 0.2628 -1.0265
3 N 2.9210 1.3245 -0.4136
4 C 4.0126 1.1034 0.3555
5 C 4.6454 2.1288 0.9889
6 C 4.1412 3.4236 0.8291
7 C 3.0266 3.6286 0.0582
8 C 2.3681 2.5630 -0.5810
9 S 0.9330 2.7667 -1.5156
10 H 4.3206 0.0707 0.3998
11 H 5.5140 1.9201 1.5959
12 H 4.6232 4.2605 1.3175
13 H 2.6020 4.6126 -0.0763
14 C -4.8093 2.7588 -2.7506
15 C -3.9581 3.1599 -1.7289
16 C -3.0724 2.2563 -1.1645
17 C -3.0194 0.9460 -1.6363
18 C -3.8774 0.5395 -2.6601
19 C -4.7682 1.4462 -3.2105
20 N -2.1342 0.0507 -1.0151
21 N -1.5470 -0.8028 -1.8697
22 C -1.0311 -1.9834 -1.3243
23 C -1.7562 -2.8400 -0.4956
24 C -1.1766 -4.0372 -0.1305
25 C 0.1075 -4.3463 -0.5708
26 C 0.7844 -3.4020 -1.3144
27 N 0.2474 -2.2291 -1.6690
28 H -5.5038 3.4660 -3.1860
29 H -3.9848 4.1806 -1.3693
30 H -2.4107 2.5585 -0.3628
31 H -3.8228 -0.4820 -3.0114
32 H -5.4347 1.1297 -4.0033
33 H -2.7537 -2.5589 -0.1865
34 H -1.7209 -4.7333 0.4963
35 H 0.5826 -5.2824 -0.3126
36 H 1.8118 -3.5618 -1.6202
37 C 0.5355 -1.3606 3.8326
38 C 0.5508 -1.2693 2.3073
39 C 1.9313 -1.7018 1.8074
40 C 0.1774 0.1344 1.7909
41 H 0.8436 -2.3487 4.1951
42 H -0.4620 -1.1508 4.2259
43 H 1.2197 -0.6162 4.2519
44 H -0.1819 -1.9955 1.9302
45 H 2.6866 -0.9888 2.1576
46 H 2.0032 -1.7391 0.7183
47 H 2.2092 -2.6919 2.1819
48 H 0.8748 0.8453 2.2629
49 H -0.8043 0.3945 2.2059

Atoms 1-3, force components in eV/Å:
1.1 0.9 1.2
1.2 0.2 0.1
0.0 0.0 -0.1

***

An isolated molecule of C20H22N6O2S, computed with wB97M-V/def2-TZVPD.

As for the total charge: 0. Its SMILES is CCCn1c(=O)c2sccc2n2c(CCCC(=O)NCc3cccnc3)nnc12. Its energy above the lowest of the compared OMol25 structures with the same formula, charge and spin is 14.8 kJ/mol. As for the HOMO-LUMO gap: 8.870 eV.

Atoms and positions in Å:
1 C 3.6485 3.3441 -0.1362
2 C 2.7603 3.2766 1.1001
3 C 2.9816 1.9933 1.8998
4 N 2.6837 0.8055 1.1147
5 C 3.7225 0.0063 0.6575
6 O 4.8826 0.2470 0.9142
7 C 3.2634 -1.1269 -0.1260
8 S 4.3287 -2.3009 -0.8006
9 C 2.9958 -3.1622 -1.4488
10 C 1.7895 -2.5945 -1.1742
11 C 1.9408 -1.4151 -0.4133
12 N 0.9904 -0.5477 0.0779
13 C -0.3843 -0.4447 0.0482
14 C -1.3192 -1.3724 -0.6308
15 C -1.6868 -2.5744 0.2550
16 C -2.3580 -2.1561 1.5679
17 C -3.6282 -1.3677 1.2677
18 O -4.6691 -1.9053 0.9484
19 N -3.4809 -0.0318 1.3966
20 C -4.4768 0.8924 0.8862
21 C -3.9951 1.4262 -0.4352
22 C -3.1628 2.5372 -0.5048
23 C -2.6575 2.9235 -1.7347
24 C -2.9924 2.1697 -2.8492
25 N -3.7750 1.1052 -2.7956
26 C -4.2635 0.7482 -1.6211
27 N -0.7458 0.5955 0.7403
28 N 0.3402 1.2178 1.2371
29 C 1.3803 0.5396 0.8407
30 H 4.6934 3.2190 0.1379
31 H 3.5316 4.3032 -0.6342
32 H 3.3881 2.5607 -0.8455
33 H 2.9814 4.1176 1.7584
34 H 1.7087 3.3357 0.8153
35 H 2.3323 1.9868 2.7779
36 H 4.0278 1.9041 2.1998
37 H 3.1709 -4.0599 -2.0079
38 H 0.8525 -3.0071 -1.4953
39 H -0.8803 -1.7185 -1.5678
40 H -2.2242 -0.8142 -0.8744
41 H -0.7903 -3.1583 0.4816
42 H -2.3772 -3.2091 -0.3026
43 H -1.6770 -1.5594 2.1751
44 H -2.6342 -3.0545 2.1212
45 H -2.5388 0.3493 1.4607
46 H -5.4092 0.3348 0.7709
47 H -4.6144 1.7034 1.6069
48 H -2.9116 3.0849 0.3918
49 H -2.0122 3.7837 -1.8251
50 H -2.6171 2.4227 -3.8325
51 H -4.8972 -0.1300 -1.6208

Atoms 1-3, force components in eV/Å:
-0.1 0.0 0.2
0.1 -0.2 -0.1
0.0 0.5 0.3

***

A structure of composition C20H23ClN2Os, computed with wB97M-V/def2-TZVPD.

The spin multiplicity is 5. As for the total charge: +2. Its energy above the lowest of the compared OMol25 structures with the same formula, charge and spin is 0.0 kJ/mol. As for the HOMO-LUMO gap (spin up / spin down): 6.743 / 5.444 eV.

Atoms and positions in Å:
1 C -3.6961 0.3733 -0.3740
2 C -3.1597 1.8845 -0.4638
3 H -3.0691 -0.4987 -0.6266
4 H -4.5031 0.2899 -1.1118
5 H -4.1163 0.1944 0.6184
6 H -2.2146 2.1349 -0.9790
7 H -3.8846 2.3890 -1.1200
8 H -3.1934 2.3745 0.5120
9 C 0.0957 -2.4804 -0.1575
10 C 0.9038 -3.5691 -0.4540
11 C 2.0634 -3.3935 -1.2130
12 C 2.3906 -2.1119 -1.6314
13 H -0.8229 -2.5630 0.4316
14 H 0.5967 -4.5413 -0.0796
15 H 2.6947 -4.2399 -1.4703
16 H 3.2784 -1.8814 -2.2143
17 N 0.3864 -1.2396 -0.6211
18 C 1.5521 -1.0407 -1.3107
19 C 1.7846 0.3421 -1.6977
20 N 0.8090 1.2024 -1.2847
21 C 0.9741 2.5317 -1.4823
22 C 3.0350 2.1508 -2.6767
23 C 2.0867 3.0299 -2.1474
24 H 0.1800 3.1692 -1.0862
25 H 2.1882 4.1068 -2.2574
26 C 2.8737 0.7905 -2.4576
27 H 3.5491 0.0333 -2.8460
28 H 3.8862 2.5178 -3.2448
29 Os -1.0914 0.3475 -0.5942
30 C -1.5436 -0.1724 -2.4707
31 H -0.6656 -0.3548 -3.1104
32 H -2.1507 0.6223 -2.9389
33 H -2.1536 -1.0933 -2.4737
34 Cl 0.1472 2.5318 2.0022
35 C 0.3279 1.0387 2.8367
36 C 1.2062 0.9778 3.9180
37 C 1.3234 -0.2074 4.6542
38 C 0.6175 -1.3433 4.2502
39 C -0.2202 -1.2891 3.1410
40 C -0.4171 -0.0858 2.4454
41 C -1.4896 0.0138 1.3915
42 H 1.7718 1.8649 4.1908
43 H 1.9663 -0.2349 5.5327
44 H 0.7085 -2.2740 4.8105
45 H -0.7673 -2.1731 2.8106
46 H -2.0452 -0.9376 1.3861
47 H -2.1929 0.8135 1.6637

Atoms 1-3, force components in eV/Å:
-0.6 0.8 -0.3
-1.3 -0.4 0.0
0.0 0.1 0.2